Computed, not measured: 12 unconnected molecules or ions with the total composition C36H84N12O12, with ωB97M-V/def2-TZVPD.

Energy relative to the best compared isomer or geometry (same formula, charge and spin)   256.1 kJ/mol
Orbital gap   9.1 eV
Charge   0

```
144
Properties=species:S:1:pos:R:3:lowdin_charge:R:1
C -2.45888 1.36285 2.95700 -0.0409
N -1.59821 1.18375 4.10920 0.0163
C -0.45423 1.84303 4.27854 -0.5275
C 0.33259 1.27339 5.44765 0.0072
O -0.03295 2.70817 3.50254 0.0007
H -1.83396 1.55827 2.08350 0.0596
H -3.18390 2.15492 3.08301 0.0893
H -2.99341 0.39223 2.82446 0.0844
H -1.90503 0.57986 4.82784 0.0826
H 1.20852 0.78285 5.10116 0.0493
H -0.33699 0.48113 5.90747 0.0856
H 0.58062 1.98984 6.23599 0.0935
C 4.78996 0.39268 -4.74423 -0.0663
N 5.04373 1.60373 -3.99540 0.0064
C 4.01453 2.44395 -3.76115 -0.4872
C 4.26542 3.65405 -2.84026 0.0245
O 2.90521 2.15884 -4.21138 0.0049
H 5.72389 -0.13932 -4.56070 0.0875
H 4.75002 0.55153 -5.82022 0.0854
H 3.83304 -0.00517 -4.42707 0.0796
H 5.95993 1.76932 -3.63670 0.1300
H 4.21313 3.25518 -1.85772 0.0467
H 3.51904 4.45214 -2.94294 0.0760
H 5.27663 4.03106 -2.90784 0.0757
C -5.07361 -3.25986 -4.97934 -0.0833
N -4.07552 -3.89536 -4.07105 0.0144
C -4.21036 -4.06418 -2.70566 -0.5094
C -2.99045 -4.77466 -2.04459 0.0190
O -5.15384 -3.60069 -2.06095 0.0003
H -6.01705 -3.87759 -5.01257 0.0901
H -4.73312 -3.03680 -5.96572 0.0524
H -5.48107 -2.23081 -4.64162 0.1026
H -3.14645 -4.06547 -4.46899 0.1096
H -2.38611 -4.02144 -1.62795 0.0547
H -2.34760 -5.24405 -2.74024 0.0599
H -3.43384 -5.40102 -1.28871 0.0794
C 0.06528 3.78896 -5.13923 -0.0534
N 0.85375 4.08973 -3.94777 0.0422
C 0.38784 4.93007 -3.03263 -0.5890
C 0.97943 5.02765 -1.67241 0.0040
O -0.56998 5.63029 -3.29688 0.0208
H 0.53060 2.96743 -5.62453 0.0608
H -0.09890 4.64959 -5.77368 0.0846
H -0.94470 3.49892 -4.83430 0.0735
H 1.59959 3.43516 -3.75930 0.0670
H 1.71455 4.25315 -1.48879 0.0468
H 0.16272 4.98626 -0.90310 0.1046
H 1.50257 5.98002 -1.58736 0.0892
C -6.28993 -0.47735 0.68138 -0.0756
N -5.21480 -1.01174 -0.13737 0.0131
C -4.17180 -0.17751 -0.46121 -0.5237
C -3.23588 -0.67248 -1.61159 0.0408
O -3.94093 0.86582 0.08512 0.0360
H -6.65535 0.45236 0.25438 0.0816
H -5.95243 -0.35533 1.71522 0.0800
H -7.10005 -1.22154 0.69131 0.0869
H -5.31694 -1.75247 -0.83183 0.0970
H -3.37483 -1.75364 -1.81058 0.0640
H -2.25765 -0.52883 -1.23121 0.0608
H -3.46939 -0.10159 -2.46510 0.0571
C 2.46760 -5.48484 2.18076 -0.0926
N 3.56406 -4.78675 1.57845 0.0199
C 4.35211 -3.92272 2.34569 -0.5512
C 5.47619 -3.25444 1.67386 -0.0114
O 4.30501 -3.83106 3.55237 0.0272
H 2.59857 -6.59297 2.08218 0.0952
H 1.48968 -5.25723 1.76503 0.0695
H 2.32386 -5.18022 3.22623 0.0800
H 3.65795 -4.71127 0.59009 0.1180
H 5.38588 -2.91157 0.62558 0.0830
H 6.29891 -3.99768 1.65145 0.1042
H 5.79875 -2.39598 2.27166 0.0726
C 0.15522 1.69929 -0.07167 -0.0690
N 1.05542 2.38298 0.80661 0.0040
C 2.39351 2.36298 0.70900 -0.5851
C 3.10520 3.16943 1.80968 0.0229
O 3.01232 1.97517 -0.23766 0.0285
H 0.37783 1.87264 -1.11293 0.0544
H -0.92403 2.14987 0.16862 0.1228
H 0.10651 0.61807 0.15908 0.0756
H 0.71498 2.69569 1.77125 0.1162
H 3.33755 2.52597 2.62297 0.0663
H 2.51603 3.98019 2.17556 0.0757
H 4.03979 3.48154 1.45559 0.0589
C -3.95513 6.00936 -3.01772 -0.0875
N -4.27030 4.78186 -3.69947 -0.0010
C -3.77605 3.57227 -3.25381 -0.5060
C -3.43376 3.40651 -1.79074 -0.0005
O -3.67053 2.65112 -4.07354 -0.0049
H -2.88172 6.15568 -3.06770 0.0633
H -4.35634 5.79411 -1.99865 0.0918
H -4.49323 6.88386 -3.30050 0.0699
H -4.31629 4.83136 -4.70162 0.1279
H -2.56771 4.01966 -1.46818 0.0908
H -3.25956 2.36328 -1.57439 0.0426
H -4.23898 3.66026 -1.12765 0.0785
C 2.50900 -0.88898 7.37972 -0.0488
N 3.35260 -1.28537 6.20820 0.0213
C 4.40025 -0.54837 5.84838 -0.5895
C 5.41722 -1.28739 5.05013 -0.0085
O 4.51443 0.63939 6.14616 0.0232
H 1.46466 -0.87153 7.05041 0.0404
H 2.83688 0.17639 7.57257 0.0969
H 2.59089 -1.50384 8.30514 0.0898
H 3.44560 -2.28170 6.09888 0.1215
H 6.43780 -1.12575 5.40537 0.0919
H 5.37669 -0.83603 4.03716 0.0873
H 5.24293 -2.35797 4.87503 0.0521
C -0.11348 0.68946 -3.95905 -0.0713
N -0.32426 -0.73694 -3.76340 0.0406
C -1.14420 -1.53273 -4.45597 -0.5589
C -2.14683 -0.78555 -5.30628 0.0232
O -1.20598 -2.73190 -4.31169 0.0282
H -0.97503 1.38354 -3.90048 0.0853
H 0.35583 0.83049 -4.91239 0.0740
H 0.58174 0.97249 -3.19362 0.0605
H 0.36390 -1.16632 -3.19810 0.1005
H -1.68262 -0.36702 -6.14959 0.0707
H -2.56664 0.04351 -4.67644 0.0837
H -3.00207 -1.37533 -5.53416 0.0509
C -0.39933 -2.66048 5.46175 -0.1128
N -1.24482 -3.04287 4.40948 0.0059
C -2.32081 -2.34800 4.04627 -0.5353
C -3.02059 -3.05841 2.85909 0.0178
O -2.80279 -1.36240 4.54416 0.0507
H 0.23681 -3.51991 5.84567 0.1114
H -0.97881 -2.44137 6.35566 0.0878
H 0.28074 -1.79527 5.22267 0.0553
H -1.05075 -3.91433 3.94882 0.1371
H -4.05122 -2.75618 2.82935 0.0707
H -2.99353 -4.13134 3.03877 0.0737
H -2.54278 -2.87945 1.90664 0.0698
C 2.23479 -1.94435 -0.89062 -0.0580
N 2.28937 -1.57181 0.52950 0.0055
C 1.25011 -1.78362 1.37556 -0.4911
C 1.38884 -1.26762 2.85437 0.0191
O 0.27756 -2.46777 0.92733 -0.0258
H 2.12865 -3.03771 -1.05629 0.0914
H 3.09468 -1.62586 -1.43480 0.0685
H 1.32287 -1.41822 -1.26368 0.0760
H 2.90125 -0.78659 0.72675 0.1223
H 0.44483 -0.70531 3.09628 0.0855
H 2.19056 -0.56237 3.01114 0.0646
H 1.47328 -2.19702 3.45082 0.0725
```